Record 1
24
Properties=species:S:1:pos:R:3:forces:R:3:mulliken_charge:R:1 method="wB97M-V/def2-TZVPD" e_homo_ev=-10.07 orbital_gap_ev=10.6 total_charge=0 relative_energy_kj_mol=15.2 smiles="O=C1CCCO1.O=C1CCCO1"
O -4.712614 1.820479 -1.701933 0.62 0.18 0.10 -0.58
C -3.945919 1.246467 -0.980350 -1.03 -0.12 0.30 0.50
O -4.355822 0.122273 -0.330831 0.32 -0.29 0.02 -0.37
C -3.266865 -0.533729 0.351960 -0.44 -0.35 -0.32 -0.46
C -2.023511 0.253518 -0.014982 0.81 -0.11 1.31 -0.14
C -2.521075 1.570360 -0.579339 0.23 -0.56 -1.07 -0.36
H -3.194659 -1.566862 0.010715 -0.17 0.06 -0.22 0.26
H -3.497793 -0.607131 1.413331 0.01 0.45 0.08 0.26
H -1.392461 -0.313760 -0.693404 -0.18 0.13 -0.31 0.16
H -1.404414 0.352321 0.880312 -0.01 0.23 -0.11 0.20
H -1.960415 1.783556 -1.491182 -0.14 0.45 0.10 0.23
H -2.492708 2.431833 0.081345 -0.05 -0.03 0.11 0.29
O 0.494154 -1.546266 0.550533 -0.33 -0.30 0.18 -0.54
C 1.596380 -1.101632 0.531528 0.86 0.50 -0.17 0.50
O 2.502869 -1.272082 1.535225 -0.40 0.30 -0.15 -0.35
C 3.721200 -0.548071 1.234199 -0.07 -0.74 -0.34 -0.41
C 3.723630 -0.424444 -0.290761 0.64 0.00 0.12 -0.51
C 2.253770 -0.242321 -0.544456 -0.91 0.06 -0.32 -0.43
H 4.499126 -1.203887 1.615005 0.28 0.41 0.10 0.30
H 3.710187 0.433117 1.706181 -0.02 -0.08 0.25 0.27
H 4.130509 -1.341952 -0.720230 -0.32 -0.10 -0.07 0.26
H 4.361749 0.373642 -0.668003 -0.12 0.17 0.19 0.32
H 1.858550 -0.470071 -1.533699 0.20 -0.31 0.05 0.36
H 1.916131 0.784635 -0.361164 0.22 0.04 0.17 0.24

***

Record 2
64
Properties=species:S:1:pos:R:3:forces:R:3:mulliken_charge:R:1 method="wB97M-V/def2-TZVPD" e_homo_ev=-8.38 orbital_gap_ev=9.1 total_charge=0 relative_energy_kj_mol=3.5 smiles=CC[C@H](C)[C@@H](CNC)NC[C@@H](Cc1ccc(O)cc1)NCC(C)(C)C
C 2.904200 2.133723 3.278509 0.13 -0.10 -0.20 -1.37
H 3.011300 2.033537 4.356526 -0.04 0.04 0.12 0.31
C 3.422627 0.883644 2.574626 -0.15 -0.05 0.31 -0.53
H 3.289836 0.987983 1.495818 0.05 -0.06 -0.08 0.09
H 4.499215 0.818656 2.754154 0.01 -0.02 -0.08 0.49
C 2.794958 -0.429678 3.063364 0.07 -0.13 -0.34 0.44
C 3.648505 -1.610354 2.591151 -0.09 0.16 0.20 -1.67
H 3.242736 -2.547813 2.965000 -0.02 -0.14 0.00 0.41
H 3.682567 -1.661793 1.505677 0.01 -0.03 -0.14 0.20
H 4.668292 -1.513556 2.959709 0.12 -0.04 0.00 0.50
H 2.833402 -0.420121 4.159108 0.00 0.02 0.01 0.48
C 1.302157 -0.633751 2.663356 -0.12 0.11 0.49 -0.15
N 0.834137 0.020780 1.456496 0.07 0.17 0.06 0.35
H 1.051112 1.010936 1.479376 0.01 0.00 -0.03 0.30
C 1.259859 -0.560638 0.198780 0.14 0.23 -0.24 -1.23
C 0.598583 0.131825 -1.005270 0.35 -0.34 0.12 0.17
N -0.707818 -0.444302 -1.260257 -0.05 0.16 -0.34 0.29
H -0.998150 -0.185436 -2.198806 0.01 0.04 0.08 0.00
C -1.729435 -0.028496 -0.320212 -0.34 -0.15 0.09 -0.32
H -1.866006 1.069961 -0.324024 0.00 -0.06 0.06 0.29
C -3.081760 -0.705292 -0.592603 0.01 0.02 0.05 2.28
C -3.619383 -0.308972 -1.970951 0.14 -0.04 0.25 -1.94
H -4.634222 -0.680161 -2.097488 -0.11 -0.05 -0.07 0.48
H -3.007239 -0.728738 -2.765444 0.05 -0.04 -0.18 0.40
H -3.636631 0.773926 -2.080730 -0.02 0.15 -0.05 0.36
C -4.074187 -0.248775 0.480052 0.23 -0.02 -0.23 -1.76
H -5.034902 -0.739670 0.341092 -0.13 -0.05 0.01 0.46
H -4.228795 0.826997 0.427001 -0.05 0.15 0.02 0.41
H -3.705229 -0.491422 1.473881 0.03 -0.04 0.17 0.25
C -2.909040 -2.222638 -0.524386 -0.03 0.22 -0.08 -1.66
H -2.133524 -2.535789 -1.217560 0.05 -0.12 -0.05 0.32
H -3.839084 -2.725545 -0.779937 -0.13 -0.09 -0.01 0.48
H -2.616697 -2.525104 0.478070 0.06 -0.09 0.17 0.23
H -1.379940 -0.314158 0.673184 -0.14 0.08 -0.01 -0.57
C 1.469592 -0.050688 -2.262661 -0.23 0.21 0.26 -0.99
C 0.887139 0.684604 -3.434841 0.11 -0.13 -0.01 -0.06
C 1.046223 2.059000 -3.553518 -0.05 -0.09 -0.06 -0.60
C 0.472127 2.755577 -4.600723 -0.08 0.07 -0.10 -0.65
C -0.281339 2.082871 -5.554713 0.14 -0.13 0.24 0.92
C -0.446704 0.706058 -5.447602 -0.13 0.29 -0.23 -0.78
C 0.133542 0.021822 -4.397965 0.10 0.14 0.03 -0.11
H 0.003881 -1.048549 -4.326855 -0.01 -0.13 0.01 0.37
H -1.030771 0.193738 -6.195399 -0.07 -0.07 -0.10 0.42
O -0.866997 2.725479 -6.602535 -0.08 0.08 -0.15 -0.56
H -0.668927 3.668560 -6.559139 -0.01 -0.13 0.02 0.28
H 0.608839 3.826520 -4.680696 0.01 0.09 -0.01 0.27
H 1.630453 2.594707 -2.818905 0.07 0.06 0.09 0.42
H 2.473682 0.325236 -2.055416 0.02 -0.07 0.03 0.53
H 1.533047 -1.117465 -2.481032 0.08 -0.06 0.01 0.32
H 0.527816 1.217509 -0.786069 0.05 -0.09 -0.03 0.20
H 0.958225 -1.611451 0.195138 0.06 -0.02 -0.06 0.31
H 2.353430 -0.521995 0.061680 -0.05 -0.04 0.02 0.23
C 0.368133 -0.211572 3.825133 0.01 -0.12 -0.27 -1.49
N -1.046211 -0.383735 3.575432 -0.17 0.22 -0.04 -0.35
H -1.282214 0.113591 2.720837 0.03 -0.06 0.15 0.41
C -1.481966 -1.761509 3.471177 0.00 0.09 -0.08 -0.80
H -2.569405 -1.775067 3.399019 -0.02 -0.13 0.00 0.35
H -1.191703 -2.289004 4.380327 -0.04 -0.09 0.02 0.35
H -1.071021 -2.303624 2.608517 0.00 -0.07 -0.01 0.18
H 0.522425 0.845483 4.052389 0.17 0.00 0.07 0.23
H 0.624705 -0.792712 4.715353 0.08 0.09 0.04 0.54
H 1.151088 -1.707489 2.500163 0.01 0.04 0.00 0.59
H 3.475241 3.003573 2.958514 -0.02 0.12 0.03 0.41
H 1.856222 2.320765 3.057126 -0.12 0.08 0.03 0.27

***

Record 3
16
Properties=species:S:1:pos:R:3:forces:R:3:mulliken_charge:R:1 method="wB97M-V/def2-TZVPD" e_homo_ev=-8.97 orbital_gap_ev=9.9 total_charge=0 relative_energy_kj_mol=269.9 smiles="C=NCCCN"
C 0.639412 -1.352098 0.816937 -0.89 1.91 -0.45 -0.44
C 0.002238 -0.435263 -0.318893 2.79 -1.88 -0.76 -0.39
C -0.915429 0.492243 0.389450 -0.55 -0.03 0.15 -0.63
C -0.469745 2.401881 -0.902126 0.39 -2.16 0.73 -0.18
N -1.326323 1.684553 -0.293444 -1.21 2.07 -0.33 -0.50
N 1.591075 -2.338713 0.306949 1.87 1.44 0.59 -0.67
H -0.322778 -1.610757 1.353946 1.55 -1.14 -0.13 0.28
H 1.244766 -0.695618 1.571514 -1.18 -1.05 -1.42 0.23
H 0.851387 -0.112093 -0.985527 -0.64 0.63 1.01 0.38
H -0.546320 -1.076441 -1.088100 0.19 0.58 1.32 0.20
H -0.728284 0.845707 1.418166 1.23 -0.12 -0.33 0.36
H -1.663616 -0.255769 0.680844 -1.29 0.88 -0.61 0.36
H 0.499204 1.938532 -1.033472 0.78 0.27 -0.15 0.19
H -0.534231 3.407609 -1.294508 -1.01 0.03 0.00 0.27
H 2.353472 -1.719601 -0.060100 -0.31 -0.63 1.10 0.27
H 1.454268 -2.783036 -0.569499 -1.71 -0.81 -0.69 0.28

***

Record 4
49
Properties=species:S:1:pos:R:3:forces:R:3:mulliken_charge:R:1 method="wB97M-V/def2-TZVPD" e_homo_ev=-8.64 orbital_gap_ev=9.0 total_charge=0 smiles="O=C(OCCCCl)OC[C@@H]1CO1.C[C@@H]1COC(=O)O1.C[C@@H]1COC(=O)O1"
O -0.290367 -3.489965 1.793900 -0.40 -2.11 0.33 -0.51
C -0.155089 -2.331751 1.672877 0.11 -0.28 0.16 0.56
O 0.963950 -1.742078 2.192998 -0.66 1.66 -1.09 -0.32
C 2.091767 -1.858348 1.303699 1.23 -0.69 -0.75 -0.01
C 3.291153 -0.942159 1.681420 -0.34 0.36 0.62 -0.60
C 3.203134 -0.232411 3.061148 0.95 -0.32 -0.43 -0.61
Cl 1.921115 1.039346 3.166284 0.42 -0.47 0.22 -0.18
O -1.165909 -1.630402 1.076563 0.97 0.52 -0.30 -0.36
C -0.743527 -0.851386 -0.047457 0.88 3.06 1.10 -0.70
C -0.071779 0.497539 0.518408 1.62 -1.59 -3.18 0.39
C 0.083319 1.665712 -0.620330 -0.41 0.58 1.55 -1.32
O 1.215914 0.769278 0.048196 -2.31 0.04 2.94 -0.09
H 2.423711 -2.918345 1.331175 -0.24 0.52 0.14 0.54
H 1.845165 -1.663498 0.240550 -0.21 0.05 0.66 -0.12
H 3.466230 -0.155851 0.922712 -0.27 -0.52 0.26 0.16
H 4.192489 -1.588514 1.720972 -0.40 0.43 -0.01 0.46
H 4.157479 0.308444 3.205476 -0.56 -0.21 -0.03 0.40
H 3.134837 -0.966766 3.880697 -0.50 0.50 -0.27 0.34
H 0.030152 -1.319703 -0.675943 -0.63 -0.09 0.05 0.37
H -1.602896 -0.452818 -0.604313 0.08 -0.93 0.24 0.43
H -0.345363 0.823730 1.549037 0.22 -0.18 -0.87 0.47
H -0.420047 2.368136 0.144282 1.18 -0.09 0.22 0.18
H 0.897950 2.396734 -0.785888 -0.71 -0.20 -1.66 0.46
C 3.216732 1.098785 -5.918966 -0.01 -0.36 -0.20 -1.49
C 2.497581 0.884149 -4.608907 0.35 0.31 -0.71 0.55
C 3.352875 1.095537 -3.388123 0.00 0.33 0.24 -0.55
O 2.703416 0.262261 -2.425712 0.03 -0.24 -0.21 -0.20
C 2.091760 -0.734283 -3.112559 -0.13 -0.15 0.08 0.61
O 1.611279 -1.700496 -2.608466 0.04 0.08 0.04 -0.54
O 2.104019 -0.485487 -4.448461 -0.05 -0.01 0.53 -0.38
H 3.462869 2.151919 -6.059331 -0.05 -0.01 0.05 0.38
H 4.138143 0.514542 -5.961916 0.00 0.04 0.10 0.36
H 2.595675 0.768973 -6.752684 -0.05 0.13 0.04 0.36
H 1.591678 1.496865 -4.573816 0.02 -0.02 0.13 0.28
H 3.366566 2.133146 -3.058079 -0.09 -0.10 0.18 0.32
H 4.381408 0.744892 -3.510691 -0.05 0.00 -0.17 0.28
C -4.255464 -1.183030 2.433515 0.14 -0.09 -0.38 -1.05
C -4.558220 0.293703 2.505227 0.16 -0.85 0.13 0.57
C -5.980952 0.621251 2.870370 -0.16 0.15 0.35 -0.53
O -6.154893 1.907739 2.268705 0.21 -0.07 -0.23 -0.33
C -5.306065 1.966021 1.205703 0.01 0.12 -0.19 0.60
O -5.317636 2.819287 0.380844 0.00 -0.04 0.05 -0.53
O -4.443569 0.911367 1.215691 -0.27 0.40 0.13 -0.31
H -4.287667 -1.637404 3.424707 0.00 0.08 0.01 0.40
H -4.968246 -1.701506 1.788824 -0.08 0.09 0.06 0.35
H -3.267196 -1.347689 2.003275 -0.02 0.01 0.16 0.01
H -3.848665 0.788947 3.176098 -0.10 0.08 0.01 0.24
H -6.139581 0.671682 3.946349 -0.05 0.20 -0.06 0.33
H -6.709234 -0.066098 2.431944 0.14 -0.09 -0.03 0.31